<w>
This record from the OMol25 dataset describes a cluster of 3 separate species, C5H5NO2 in total. The level of theory is ωB97M-V with the def2-TZVPD basis set.

Last columns: bonded neighbours and bond lengths (Å).
CARTESIAN COORDINATES (ANGSTROEM)
1 C -2.4665 0.1132 -1.0058  N6 1.260, H9 1.077, H11 1.028
2 C 1.5994 0.6506 2.8180  C3 1.211, H10 1.068
3 C 2.4134 0.7371 1.9252  C2 1.211, H12 1.072
4 C 4.6851 -2.2662 -1.9063  O7 1.133, O8 1.169
5 C -0.7532 0.6008 0.5742  N6 1.221, H13 1.076
6 N -1.8172 0.2997 0.0573  C1 1.260, C5 1.221
7 O 4.0633 -2.5267 -2.8174  C4 1.133
8 O 5.3688 -2.0061 -0.9945  C4 1.169
9 H -2.4163 0.7769 -1.8528  C1 1.077
10 H 0.7290 0.4081 3.3873  C2 1.068
11 H -3.0357 -0.7371 -1.1033  C1 1.028
12 H 3.2672 0.7434 1.2764  C3 1.072
13 H -0.4227 0.9221 1.5462  C5 1.076

M	111.1	g/mol
frontier orbital gap	7.86	eV
HOMO energy	-7.5	eV


<x>
This record from the OMol25 dataset describes an isolated molecule of C5H5NO2. The level of theory is ωB97M-V with the def2-TZVPD basis set.

Last columns: bonded neighbours and bond lengths (Å).
CARTESIAN COORDINATES (ANGSTROEM)
1 O -2.2503 -1.2921 0.2642  C2 1.189
2 C -1.2508 -0.7327 -0.0546  O1 1.189, N3 1.411, C8 1.638
3 N -1.1098 0.6488 -0.3071  C2 1.411, C4 1.364, H9 1.119
4 C 0.0509 1.3610 -0.2238  N3 1.364, C5 1.407, H10 1.107
5 C 1.1839 0.6267 0.1718  C4 1.407, C6 1.454, H11 1.078
6 C 0.8459 -0.7470 0.5100  C5 1.454, O7 1.472, C8 1.427, H12 1.210
7 O 1.3266 -1.9439 -0.1996  C6 1.472, C8 1.405
8 C 0.1827 -1.2602 -0.6451  C2 1.638, C6 1.427, O7 1.405, H13 1.044
9 H -1.9893 1.2500 0.0355  N3 1.119
10 H 0.3549 2.4216 -0.1330  C4 1.107
11 H 2.0259 1.2098 0.5079  C5 1.078
12 H 0.4604 -0.7395 1.6570  C6 1.210
13 H 0.1689 -0.8023 -1.5832  C8 1.044

M	111.1	g/mol
frontier orbital gap	9.53	eV
HOMO energy	-8.9	eV
SMILES	O=C1NC=C[C@@H]2O[C@@H]12


Result of the stability comparison: <w> is the most stable of them.


<w>
This record from the OMol25 dataset describes an isolated molecule of C5H5NO2. The level of theory is ωB97M-V with the def2-TZVPD basis set.

Last columns: bonded neighbours and bond lengths (Å).
CARTESIAN COORDINATES (ANGSTROEM)
1 C -0.2130 -1.6005 -1.1983  C2 1.389, H9 0.929, H10 0.987
2 C -0.0562 -0.2217 -1.2495  C1 1.389, C3 1.533, C5 1.457
3 C 0.1465 0.4459 -2.6149  C2 1.533, N4 1.145
4 N 0.3091 0.9962 -3.6055  C3 1.145
5 C -0.0941 0.6218 -0.0621  C2 1.457, O6 1.164, O7 1.374
6 O -0.0144 1.7782 -0.1628  C5 1.164
7 O -0.2164 -0.2064 1.0277  C5 1.374, C8 1.427
8 C 0.1231 0.5096 2.2148  O7 1.427, H11 1.217, H12 1.269, H13 1.080
9 H -0.3132 -2.3329 -1.7605  C1 0.929
10 H -0.2908 -1.9401 -0.2751  C1 0.987
11 H 0.2438 -0.3757 3.0413  C8 1.217
12 H -0.7436 1.4353 2.2589  C8 1.269
13 H 1.1193 0.8903 2.3862  C8 1.080

M	111.1	g/mol
frontier orbital gap	10.20	eV
HOMO energy	-10.7	eV
SMILES	C=C(C#N)C(=O)OC


<x>
This record from the OMol25 dataset describes a cluster of 2 separate species, C5H5NO2 in total. The level of theory is ωB97M-V with the def2-TZVPD basis set.

Last columns: bonded neighbours and bond lengths (Å).
CARTESIAN COORDINATES (ANGSTROEM)
1 C -1.0164 0.5300 1.0462  C2 1.624, H6 1.260, O13 1.571
2 C -0.1678 -0.8504 1.1552  C1 1.624, C3 1.569, H8 1.114, H9 1.103
3 C 0.5445 -0.5813 -0.2163  C2 1.569, C5 1.251, O12 1.289
4 C 0.9118 0.4883 -1.9560  C5 1.404, H10 1.007, N11 1.236
5 C -0.0666 0.1814 -0.9970  C3 1.251, C4 1.404, O13 1.282
6 H -0.2914 1.4800 1.4460  C1 1.260
7 H -2.2835 0.4713 1.7870  no bonds
8 H -0.9303 -1.6589 1.2300  C2 1.114
9 H 0.1708 -0.8462 2.2047  C2 1.103
10 H 0.6072 1.1445 -2.6565  C4 1.007
11 N 1.9135 -0.2232 -1.8233  C4 1.236, O12 1.342
12 O 1.6713 -0.9508 -0.7217  C3 1.289, N11 1.342
13 O -1.0632 0.8153 -0.4984  C1 1.571, C5 1.282

M	111.1	g/mol
frontier orbital gap	9.45	eV
HOMO energy	-8.8	eV


Result of the stability comparison: <w> is the most stable of them.